Entry 1:
The following is a quantum chemistry calculation of a cluster of 2 separate species, C3H12NO7P2 in total in a non-equilibrium geometry, from the Open Molecules 2025 dataset.

Total charge = +1
HOMO-LUMO gap = 8.89 eV
HOMO level = -13.08 eV
Calculated total energy = -37700.0339 eV

CARTESIAN COORDINATES (ANGSTROEM)
O -1.7038 2.5348 1.5469
P -3.1795 1.9724 1.0193
O -4.4593 2.6042 1.8902
N -3.1592 0.1618 1.1846
P -1.7979 -0.5865 0.1632
O -2.6018 -1.4332 -1.0611
O -1.2469 -1.8253 1.1588
H -1.5741 3.3404 1.0318
H -4.6172 2.1552 2.7360
H -3.1251 -0.2042 2.1543
H -4.0539 -0.1612 0.7909
H -3.5255 -1.5417 -0.7954
H -1.9364 -2.5022 1.2240
C 4.6026 -0.3981 -2.8277
O 4.3311 -0.6561 -1.4484
C 3.0861 -0.3796 -1.0788
O 2.2138 0.0495 -1.7837
O 2.9675 -0.6635 0.2209
C 1.6709 -0.4068 0.7371
H 5.6422 -0.6608 -3.0062
H 3.9708 -1.0145 -3.4663
H 4.4637 0.6578 -3.0567
H 0.9318 -1.0238 0.2306
H 1.4205 0.6513 0.6429
H 1.6796 -0.6700 1.7928

Cartesian forces (eV/Å) of the 6 atoms listed first:
-1.8937 -1.8406 0.9916
-0.5904 3.9549 -3.1079
2.0787 -2.2621 0.1552
-0.9332 -1.2572 2.2588
2.8832 -1.9349 -1.6624
0.0626 1.5503 2.6083

Table of Mulliken atomic charges, one value per atom, all in e: O -0.377; P 0.372; O -0.427; N -0.455; P 0.638; O -0.471; O -0.451; H 0.380; H 0.334; H 0.419; H 0.398; H 0.305; H 0.374; C -0.625; O -0.320; C 0.756; O -0.555; O -0.319; C -0.539; H 0.223; H 0.298; H 0.294; H 0.116; H 0.322; H 0.309

=====

Entry 2:
The following is a quantum chemistry calculation of a structure of composition C29H42N9ReS in a non-equilibrium geometry, from the Open Molecules 2025 dataset.

Spin multiplicity = 2
Total charge = +3
HOMO-LUMO gap (spin up / spin down) = 5.87 / 5.62 eV
HOMO level (spin up / spin down) = -15.99 / -16.24 eV
Calculated total energy = -57104.6902 eV

CARTESIAN COORDINATES (ANGSTROEM)
Re 0.1711 0.7284 0.7092
C 2.1878 3.3016 1.9789
C 0.7005 3.6238 2.0592
N -0.1107 2.3927 2.2419
C -1.5341 2.7062 2.5193
C -2.3449 2.4284 1.2771
N -2.1266 1.0076 0.9037
C -3.0131 0.1072 1.6921
C -2.4157 -1.2418 2.0410
C -1.3624 -1.1421 3.1283
N -0.0270 -0.7628 2.6148
C 0.8842 -0.5048 3.7430
C 2.2862 -0.2649 3.2277
N 2.2899 0.8449 2.2682
C 2.5951 2.1554 2.8949
H 2.7414 4.2013 2.2457
H 2.4783 3.0426 0.9617
H 0.3670 4.1367 1.1562
H 0.5216 4.2817 2.9134
H 0.2476 1.9679 3.0904
H -1.6609 3.7450 2.8238
H -1.8813 2.0758 3.3391
H -2.0095 3.0668 0.4632
H -3.4046 2.6304 1.4451
H -2.3996 0.9103 -0.0678
H -3.9415 -0.0458 1.1396
H -3.2747 0.6137 2.6204
H -2.0151 -1.7431 1.1549
H -3.2299 -1.8629 2.4164
H -1.2846 -2.1065 3.6358
H -1.6778 -0.4132 3.8788
H 0.3182 -1.6025 2.1544
H 0.8982 -1.3519 4.4334
H 0.5238 0.3577 4.3102
H 2.6503 -1.1691 2.7355
H 2.9527 -0.0667 4.0709
H 3.0098 0.6838 1.5737
H 3.6673 2.2194 3.0908
H 2.0949 2.2247 3.8654
S -0.3044 2.1423 -1.1948
C -0.9483 0.8315 -2.1664
N -1.3050 1.1506 -3.3965
N -2.0177 0.4371 -4.2046
C -3.0509 -0.4563 -3.9733
C -3.4837 -1.2444 -5.0517
C -4.5469 -2.1060 -4.8836
C -5.2105 -2.1693 -3.6628
C -4.7995 -1.3632 -2.5981
C -3.7238 -0.5202 -2.7425
N -0.8839 -0.4406 -1.7551
N -0.2188 -0.7148 -0.6720
C 0.0214 -2.1092 -0.5254
C 0.9756 -2.5553 0.3961
C 1.2235 -3.9050 0.5576
C 0.5054 -4.8351 -0.1839
C -0.4480 -4.4042 -1.0986
C -0.6881 -3.0554 -1.2788
H -1.8495 0.6890 -5.1764
H -2.9734 -1.1834 -6.0061
H -4.8781 -2.7227 -5.7076
H -6.0610 -2.8257 -3.5388
H -5.3516 -1.3808 -1.6681
H -3.4447 0.1543 -1.9463
H 1.5548 -1.8247 0.9444
H 1.9821 -4.2405 1.2525
H 0.6879 -5.8925 -0.0477
H -1.0091 -5.1299 -1.6713
H -1.4242 -2.7135 -1.9897
C 5.6243 0.8861 -3.3907
C 4.5086 0.8289 -2.4058
C 3.7499 1.9485 -2.0694
C 2.7247 1.8450 -1.1534
N 2.3778 0.7001 -0.5388
C 3.1315 -0.3726 -0.8380
C 4.1701 -0.3513 -1.7436
H 5.7236 1.8739 -3.8333
H 5.4748 0.1534 -4.1852
H 6.5670 0.6276 -2.9043
H 3.9545 2.9101 -2.5213
H 2.1620 2.7290 -0.9059
H 2.9106 -1.3013 -0.3397
H 4.7187 -1.2652 -1.9313

Cartesian forces (eV/Å) of the 6 atoms listed first:
0.5556 0.9400 0.5056
-0.0589 -0.0476 0.0435
0.1992 0.1037 -0.1209
0.2007 -0.4231 0.0179
-0.3529 -0.0625 -0.2582
-0.0473 0.2273 0.1706

Table of Mulliken atomic charges, one value per atom, all in e: Re 3.232; C -0.118; C -0.884; N -0.732; C -0.582; C -0.930; N -0.306; C -0.650; C -0.727; C -0.734; N -0.535; C -0.765; C -1.063; N -0.283; C -1.154; H 0.598; H -0.199; H 0.382; H 0.539; H 0.010; H 0.547; H 0.351; H 0.450; H 0.551; H -0.056; H 0.426; H 0.402; H -0.053; H 0.559; H 0.529; H 0.446; H -0.241; H 0.643; H 0.413; H 0.421; H 0.502; H 0.305; H 0.543; H 0.487; S -0.567; C 0.706; N -0.902; N 0.318; C 0.788; C -0.504; C -0.698; C -0.549; C -0.634; C 0.122; N -0.830; N 1.838; C 1.045; C 0.606; C -0.774; C -0.808; C -0.700; C -0.734; H 0.289; H 0.428; H 0.434; H 0.456; H 0.445; H 0.393; H -0.980; H 0.492; H 0.449; H 0.478; H 0.601; C -1.434; C 0.863; C -1.496; C -0.595; N 0.088; C -0.111; C -1.086; H 0.373; H 0.374; H 0.361; H 0.409; H 0.705; H 0.465; H 0.552

=====

Entry 3:
The following is a quantum chemistry calculation of a structure of composition C18H18N5O2SSe4W in a non-equilibrium geometry, from the Open Molecules 2025 dataset.

Total charge = +1
HOMO-LUMO gap = 6.21 eV
HOMO level = -10.62 eV
Calculated total energy = -304544.5934 eV

CARTESIAN COORDINATES (ANGSTROEM)
W 1.4474 0.6129 1.4740
N -3.4945 1.8513 -5.3948
C -2.7759 1.7530 -4.2521
C -2.9843 0.6752 -3.3695
C -2.2542 0.5734 -2.2120
C -1.3035 1.5538 -1.9151
C -1.0809 2.6308 -2.7709
C -1.8140 2.7272 -3.9282
S -0.3788 1.3868 -0.4835
O -1.0624 0.6040 0.5280
O 0.1575 2.6532 -0.0120
N 0.9760 0.4474 -0.6832
C 2.1025 1.1756 -1.0777
N 2.8780 1.3883 -0.0142
C 4.0144 2.0726 -0.1722
C 4.3567 2.5346 -1.4185
C 3.4718 2.2661 -2.4661
N 2.3399 1.5838 -2.3062
H -4.1995 1.1741 -5.6197
H -3.3735 2.6274 -6.0184
H -3.7319 -0.0714 -3.6042
H -2.4241 -0.2453 -1.5263
H -0.3507 3.3874 -2.5182
H -1.6567 3.5649 -4.5954
H 4.6202 2.2216 0.7132
H 5.2683 3.0894 -1.5782
H 3.6787 2.6091 -3.4728
Se 2.0313 2.7563 2.7494
Se 0.2888 1.3893 3.4981
Se 3.5390 -0.0680 2.6463
Se 2.4570 -1.6343 1.2401
C 0.9255 -1.9604 4.7383
C -0.1473 -2.4619 3.8103
C -1.1465 -3.3103 4.2676
C -2.0569 -3.8678 3.3860
C -1.9495 -3.6194 2.0264
C -0.9709 -2.7713 1.5245
C -0.8092 -2.5932 0.0416
C -0.1194 -2.1521 2.4461
N 0.8349 -1.1953 1.9959
H 0.7741 -2.3497 5.7431
H 0.9537 -0.8728 4.7941
H 1.9093 -2.2911 4.3969
H -1.1938 -3.5483 5.3227
H -2.8313 -4.5268 3.7551
H -2.6285 -4.1025 1.3352
H -1.5434 -3.1952 -0.4909
H 0.1813 -2.9189 -0.2891
H -0.9249 -1.5534 -0.2432

Cartesian forces (eV/Å) of the 6 atoms listed first:
0.3727 -0.0034 1.2467
0.0151 -0.0266 0.0236
-0.0169 -0.0035 -0.0102
0.0074 -0.0227 0.0269
-0.0165 0.0725 -0.1082
0.0820 -0.1820 0.2286

Table of Mulliken atomic charges, one value per atom, all in e: W 0.743; N -0.461; C 1.148; C -0.886; C -0.407; C -0.175; C -0.548; C -0.875; S 1.623; O -0.542; O -0.590; N 0.010; C 0.440; N 0.155; C 0.008; C -0.863; C -0.232; N -0.567; H 0.194; H 0.193; H 0.307; H 0.423; H 0.482; H 0.306; H 0.462; H 0.413; H 0.453; Se -0.195; Se -0.123; Se -0.193; Se -0.034; C -1.049; C 0.937; C -0.903; C -0.838; C -0.999; C 1.027; C -1.118; C -0.230; N 0.756; H 0.394; H 0.111; H 0.220; H 0.406; H 0.404; H 0.376; H 0.449; H 0.271; H 0.119

=====

Entry 4:
The following is a quantum chemistry calculation of the molecule C6H9N3O in a non-equilibrium geometry, from the Open Molecules 2025 dataset.

SMILES = CC/N=c1/cccnn1O
HOMO-LUMO gap (spin up / spin down) = 7.34 / 7.32 eV
HOMO level (spin up / spin down) = -7.43 / -7.41 eV
Calculated total energy = -12880.1585 eV

CARTESIAN COORDINATES (ANGSTROEM)
C -1.4199 2.8624 -1.0252
C -0.3006 2.1698 -0.7646
C -2.6674 2.2274 -0.5393
C -0.3234 0.9757 -0.0539
C 0.7980 -1.8639 -0.5972
C 1.0970 -1.0060 0.6506
N -2.6636 1.1385 0.0535
N 1.0779 0.3784 0.2615
N -1.5826 0.4025 0.2189
O -1.6795 -0.5139 1.1924
H -1.3927 3.6769 -1.7212
H 0.6677 2.4884 -1.0494
H -3.5972 2.7204 -0.4951
H 0.7792 -2.8790 -0.1296
H -0.2522 -1.6468 -0.8917
H 1.5333 -1.9247 -1.4195
H 2.1740 -1.1010 1.0720
H 0.2865 -1.1797 1.4079
H -2.5801 -0.6440 1.3275

Cartesian forces (eV/Å) of the 6 atoms listed first:
-0.9844 -1.4163 -0.2339
-0.6204 1.0524 -0.2059
1.9450 2.9525 -1.4115
6.1205 -5.3508 2.8086
-0.3075 -1.7075 1.6479
0.7321 0.7852 0.3316

Table of Mulliken atomic charges, one value per atom, all in e: C -0.592; C -0.146; C -0.210; C 0.188; C -0.828; C -0.336; N -1.075; N -0.535; N 0.995; O -0.441; H 0.387; H 0.464; H 0.426; H 0.287; H 0.225; H 0.284; H 0.321; H 0.210; H 0.373

=====

Entry 5:
The following is a quantum chemistry calculation of a cluster of 2 separate species, C2H5NO4 in total in a non-equilibrium geometry, from the Open Molecules 2025 dataset.

SMILES = O=CNC(=O)O.O
HOMO-LUMO gap = 11.63 eV
HOMO level = -11.10 eV
Calculated total energy = -11835.7545 eV

CARTESIAN COORDINATES (ANGSTROEM)
O -1.2552 1.9471 -0.3940
C -0.3402 1.3519 0.1281
N 0.9748 1.7323 0.0888
C 1.4352 3.0242 -0.2844
O 0.6673 3.6549 -1.1589
O 2.4182 3.5015 0.1972
H -0.4279 0.2985 0.4370
H 1.6779 1.1523 0.5147
H -0.1998 3.1923 -1.1869
H -2.0265 -7.2195 0.2227
H -1.1645 -6.3353 1.0971
O -1.7595 -6.3002 0.3385

Cartesian forces (eV/Å) of the 6 atoms listed first:
-0.1031 0.5248 0.3625
0.7562 -1.3131 -1.4593
-0.1908 0.4378 0.1553
-0.0926 0.5641 0.3872
-0.3213 -0.1959 0.0754
0.3428 -0.3633 -0.2204

Table of Mulliken atomic charges, one value per atom, all in e: O -0.578; C 0.229; N -0.145; C 0.517; O -0.470; O -0.507; H 0.332; H 0.236; H 0.386; H 0.321; H 0.320; O -0.641

=====

Entry 6:
The following is a quantum chemistry calculation of the molecule C4H11N3O in a non-equilibrium geometry, from the Open Molecules 2025 dataset.

SMILES = C[C@H](N)C(=O)NCN
HOMO-LUMO gap = 10.27 eV
HOMO level = -9.40 eV
Calculated total energy = -10843.9818 eV

CARTESIAN COORDINATES (ANGSTROEM)
O 1.3875 1.7987 0.2279
C 0.5498 0.9072 0.2841
N 0.5978 0.0446 1.3774
C -0.4254 -0.8708 1.6618
N -0.1426 -2.3049 1.5133
C -0.4413 0.8573 -0.8957
C 0.1945 -0.2219 -1.8560
N -0.5975 2.1289 -1.5776
H 1.4507 0.1945 1.8866
H -0.8265 -0.8001 2.7162
H -1.3959 -0.7085 1.1700
H 0.1821 -2.7690 2.4135
H 0.4938 -2.4334 0.7390
H -1.3952 0.3711 -0.6402
H 0.0885 -1.1899 -1.3252
H -0.3495 -0.3321 -2.7719
H 1.2177 -0.0142 -2.0758
H 0.3438 2.4391 -1.8361
H -0.9322 2.9033 -1.0112

Cartesian forces (eV/Å) of the 6 atoms listed first:
0.0889 -0.4301 0.0551
0.6650 1.2281 0.6949
-0.6535 1.2603 -2.5194
-2.1128 -2.0538 2.6392
0.4337 -0.3266 1.2894
0.1038 -1.5867 -0.3899

Table of Mulliken atomic charges, one value per atom, all in e: O -0.662; C 0.431; N -0.126; C -0.502; N -0.541; C 0.205; C -1.211; N -0.727; H 0.220; H 0.379; H 0.257; H 0.234; H 0.221; H 0.295; H 0.246; H 0.415; H 0.309; H 0.291; H 0.267